No. 1
Entry from the Open Molecules 2025 dataset: the molecule C12H12N2O (ωB97M-V with the def2-TZVPD basis set).

The geometry in ORCA input format:
```
! RIJCOSX wB97M-V def2-TZVPD def2/J DEFGRID3
* xyz 0 1
O -4.55 -0.44 -1.09
C -3.40 1.97 0.13
C -2.49 -1.48 -0.55
H -2.55 2.76 0.26
C 3.44 -1.40 1.08
C 4.08 -1.58 -0.18
H 3.92 -1.22 -2.20
C -2.81 0.69 0.01
C 3.56 -0.93 -1.24
H 2.08 0.55 -1.98
N -1.42 -1.04 0.07
C 1.79 0.12 0.09
H -1.01 2.08 1.04
H 0.38 1.32 -0.97
C 2.30 -0.56 1.13
N -1.60 0.26 0.40
H -2.52 -2.48 -0.99
H 4.77 -2.42 -0.17
H 3.65 -1.99 1.94
C 0.63 0.88 -0.01
H -4.00 2.23 -0.85
C -0.56 1.03 0.96
C 2.53 -0.02 -1.10
H 1.66 -0.67 1.94
C -3.44 -0.45 -0.64
H -4.06 2.06 0.96
H -0.38 0.73 1.97
*
```

Output
Kohn-Sham gap (spin up / spin down)	6.735 / 7.159	eV
ΔE to the lowest compared entry with this formula, charge and spin	380.5	kJ/mol
DFT total energy	-17662.160	eV
LUMO (spin up / spin down)	-0.032 / -0.025	Ha

***

No. 2
Entry from the Open Molecules 2025 dataset: a cluster of 2 separate species, C4H6BrN2 in total (ωB97M-V with the def2-TZVPD basis set).

The geometry in ORCA input format:
```
! RIJCOSX wB97M-V def2-TZVPD def2/J DEFGRID3
* xyz 1 1
C -0.09 -0.70 -0.75
H -1.27 4.40 1.47
C -0.70 1.54 0.21
C 0.33 -1.75 -0.08
Br 2.32 -0.81 2.75
H 3.31 -1.60 2.25
N -1.17 2.62 0.61
H 0.69 -1.68 0.90
H -2.46 4.08 -0.13
N -0.28 0.55 -0.27
C -1.69 3.75 0.62
H 0.31 -2.63 -0.71
H -0.27 -0.74 -1.75
*
```

Output
Kohn-Sham gap	7.856	eV
ΔE to the lowest compared entry with this formula, charge and spin	341.4	kJ/mol
DFT total energy	-77257.368	eV
LUMO	-0.227	Ha

***

No. 3
Entry from the Open Molecules 2025 dataset: a structure of composition C23H23AsF3IrN3O6S (ωB97M-V with the def2-TZVPD basis set).

The geometry in ORCA input format:
```
! RIJCOSX wB97M-V def2-TZVPD def2/J DEFGRID3
* xyz 0 2
H 2.52 -2.32 -1.07
H -1.95 -3.79 3.64
H -3.16 -1.90 4.75
H -1.96 1.74 1.54
C 3.46 0.24 -0.32
O -2.66 -1.31 -0.13
C 2.86 -2.37 2.08
C 2.72 -1.01 2.40
H 3.71 1.17 0.23
C 1.59 -1.75 -1.26
F -3.20 0.94 -2.75
C -1.32 1.77 -1.51
C 0.35 4.20 -4.04
C -2.68 -1.76 3.79
C 4.90 -2.47 3.40
H 4.07 -0.60 0.06
C 3.67 -0.39 3.22
C -0.71 5.06 -4.31
C -2.01 -2.82 3.17
H 4.06 -4.14 2.34
H 5.49 -0.63 4.35
C -2.26 0.78 1.10
N -1.48 -1.42 1.28
H -3.06 3.65 -2.29
C 1.55 -0.23 1.86
H 1.55 -1.46 -2.33
H -0.59 5.88 -5.01
O -3.78 -2.85 -1.87
C -1.04 2.91 -2.49
Ir -1.05 -0.14 -0.13
H 3.70 0.39 -1.40
C 0.19 3.14 -3.15
F -5.13 0.12 -1.90
C -2.09 3.80 -2.77
H 5.74 -3.03 3.78
O -0.36 0.97 -1.48
H 2.14 -2.87 1.46
N -2.66 0.64 -0.11
C -1.93 4.86 -3.67
H -0.90 -3.39 1.41
O -0.50 -1.85 -0.13
H 0.72 -2.40 -1.02
C -3.99 -0.19 -2.63
H 3.58 0.66 3.48
C -1.43 -2.60 1.93
H 0.91 1.62 -2.36
H 0.61 -0.71 2.20
C -2.74 -0.53 3.15
C -2.15 -0.43 1.90
H -2.77 5.52 -3.87
H 1.31 4.33 -4.54
O -1.74 -1.82 -2.49
H 1.55 0.82 2.24
C 4.76 -1.12 3.72
F -4.36 -0.62 -3.89
H -3.29 0.31 3.57
S -3.06 -1.49 -1.78
O 1.28 2.33 -2.96
N -2.46 1.79 -0.87
As 1.53 -0.14 -0.13
C 3.95 -3.10 2.58
*
```

Output
Kohn-Sham gap (spin up / spin down)	6.231 / 6.655	eV
⟨S²⟩	0.767
DFT total energy	-123625.735	eV
LUMO (spin up / spin down)	-0.050 / -0.046	Ha

***

No. 4
Entry from the Open Molecules 2025 dataset: a cluster of 10 separate species, C38H104N8O13 in total (ωB97M-V with the def2-TZVPD basis set).

The geometry in ORCA input format:
```
! RIJCOSX wB97M-V def2-TZVPD def2/J DEFGRID3
* xyz 0 1
C -0.75 1.93 -8.17
H 3.92 -7.48 -0.11
O 5.78 1.37 1.20
H 0.32 0.52 -7.29
H -0.98 7.81 2.12
C 0.48 -5.23 -5.94
H -0.83 10.16 4.78
C 2.01 -1.68 5.19
N 0.51 1.41 -7.73
H -0.13 2.57 2.46
H -3.41 8.06 -2.47
H -0.18 -2.05 -2.24
H -3.57 5.09 -1.43
H -8.68 -5.32 1.21
C 6.91 3.48 1.70
C 5.87 4.12 2.77
C -5.63 -1.66 1.08
H 2.62 -0.26 8.87
H 6.01 -5.67 0.30
H 0.81 -7.47 -5.65
H -5.35 2.48 -4.45
H -6.06 6.40 -3.72
H -5.82 -4.85 2.42
H -1.65 -3.24 -0.38
C 2.55 0.51 8.10
H 0.02 -5.04 2.45
H 2.02 -2.99 3.78
O -1.79 3.63 -9.55
H 6.33 4.67 3.59
H 3.23 -6.70 -5.29
H -5.62 3.20 -2.90
C -0.39 -4.85 1.46
H 0.72 2.29 -0.25
C -5.77 3.36 -3.97
H 1.34 -6.38 -4.34
H -1.31 -4.40 1.84
H 5.56 3.14 0.05
H 0.19 -5.46 -6.96
O -5.20 4.63 -4.30
H -1.31 -8.04 8.94
H 0.10 10.03 2.03
H 2.20 -4.27 -6.45
C 0.02 -2.19 -1.18
H -3.71 12.11 1.09
O -5.75 -3.02 1.02
C 6.46 -6.16 -0.56
O -4.06 -7.63 8.84
H -3.80 -8.02 6.88
H 6.44 -6.59 -3.21
C -5.45 5.64 -3.24
C -3.09 5.50 -2.32
H -1.08 2.50 -6.21
H 5.09 4.71 2.28
C -0.64 3.34 -8.75
H -2.87 9.90 3.16
C -3.56 -7.19 7.55
H -2.18 5.69 -9.32
C 0.86 2.12 2.43
H 8.05 5.12 2.03
H 8.79 -4.96 -2.45
H -0.72 1.46 0.22
O 2.04 0.08 6.87
N 2.61 -2.82 4.59
H -5.91 -1.24 2.05
H -4.13 -6.32 7.22
C -8.03 -5.81 0.49
O 0.93 1.02 1.40
C 4.65 -7.94 -0.77
N 7.67 4.60 1.24
H -7.30 -3.18 -0.24
H -1.07 1.29 -8.99
H -0.90 5.30 -10.42
H -3.36 13.29 2.34
H -2.00 1.05 -6.71
H -0.43 4.10 -7.99
H -0.78 -5.68 0.88
H -4.86 8.18 -2.94
H 0.23 0.49 -1.99
H 3.47 -2.49 4.17
H 6.15 -8.16 -2.69
H 0.05 -1.45 6.11
H -7.94 -6.89 0.63
H 4.05 -8.64 -1.34
H -2.87 4.75 -3.08
C 0.56 0.21 -1.00
H 6.72 -0.30 0.58
H 5.50 0.22 -0.51
N -4.29 7.57 -2.38
C -7.05 -3.59 0.73
H -1.75 -6.19 8.27
H 1.57 -0.21 -1.05
C -6.81 -5.11 0.73
N 5.77 -7.23 -2.80
H 5.42 -8.61 -0.39
H -0.44 -5.08 -5.37
C 0.55 -1.97 5.30
H -2.12 5.92 -2.10
H -3.70 6.42 -4.09
H 1.10 -2.36 -1.19
H -0.86 7.95 3.90
N -0.23 10.40 4.01
H 0.14 3.43 -9.51
H -4.66 -1.39 0.68
H 7.08 2.39 -0.08
C 8.38 -5.70 -1.76
H -2.59 2.56 -7.18
O 1.35 -4.12 -6.02
C -3.42 12.22 2.14
C -1.65 2.04 -7.01
H 5.00 -0.62 0.90
H 0.02 -1.71 4.38
H -4.06 11.73 2.87
H -6.83 3.40 -4.25
H -2.33 9.80 1.45
H -0.02 -1.05 0.50
O 0.13 -3.85 0.57
H 1.30 1.84 3.39
C 0.35 1.32 0.07
H 8.39 4.30 0.60
H -0.68 -4.16 -1.42
H 0.28 -2.98 5.61
H 1.45 2.90 1.96
H 3.76 -1.10 6.40
C -2.12 10.23 2.43
H -8.50 -5.71 -0.49
H 9.07 -5.59 -0.92
C 2.69 -1.20 6.54
N -0.28 -0.89 -0.46
O 7.14 -5.22 -1.41
C 1.26 -6.51 -5.42
C 6.29 2.58 0.64
C -1.86 4.94 -10.03
H 1.11 1.92 -7.09
C -0.60 -3.41 -0.62
H 7.14 -6.97 -0.30
H 4.61 -5.97 -1.62
C -0.68 9.80 2.76
C -2.05 -6.97 7.58
O -2.16 11.64 2.36
O 2.54 -6.62 -5.95
C 5.33 -6.78 -1.47
C -4.13 6.30 -3.09
H -4.82 -8.21 8.78
H -0.41 11.37 3.83
H 0.53 7.94 3.01
C -0.49 8.33 2.95
H 7.57 2.74 2.14
H 1.97 -0.79 4.56
H 2.09 1.40 8.55
H -5.95 -6.47 1.95
O -1.41 -8.10 7.99
H -7.82 -3.40 1.49
H -1.71 -6.67 6.58
H 2.45 -1.99 7.24
H 8.31 -6.65 -2.29
H 5.35 3.30 3.26
C 5.72 0.12 0.55
N -6.43 -5.60 2.10
H -5.97 5.18 -2.41
H -6.34 -1.33 0.32
H 3.63 0.67 8.08
H -6.02 -5.28 0.00
H -2.51 4.90 -10.90
*
```

Output
Kohn-Sham gap	9.205	eV
DFT total energy	-79618.014	eV
LUMO	0.013	Ha
structure (SMILES)	COC[C@H](C)N.COC[C@H](C)N.COC[C@H](C)N.COC[C@H](C)N.COC[C@H](C)N.COC[C@H](C)N.COC[C@H](C)N.COCCNCCOC.OCCO.OCCO

***

No. 5
Entry from the Open Molecules 2025 dataset: the molecule C3H6N2 (ωB97M-V with the def2-TZVPD basis set).

The geometry in ORCA input format:
```
! RIJCOSX wB97M-V def2-TZVPD def2/J DEFGRID3
* xyz 0 1
C -1.31 0.51 0.16
N 0.40 -0.79 0.86
H 0.38 -1.70 1.29
N -0.98 -0.59 0.60
C 1.35 -0.87 -0.26
C -1.55 1.73 -0.24
H -1.45 2.55 0.46
H 2.28 -1.28 0.17
H 1.66 0.09 -0.69
H 1.02 -1.54 -1.06
H -1.80 1.89 -1.28
*
```

Output
Kohn-Sham gap	10.034	eV
ΔE to the lowest compared entry with this formula, charge and spin	278.3	kJ/mol
DFT total energy	-6185.660	eV
LUMO	0.040	Ha
structure (SMILES)	C=C=NNC

***

No. 6
Entry from the Open Molecules 2025 dataset: a cluster of 2 separate species, C6H12NO in total (ωB97M-V with the def2-TZVPD basis set).

The geometry in ORCA input format:
```
! RIJCOSX wB97M-V def2-TZVPD def2/J DEFGRID3
* xyz 1 1
C -1.41 1.34 0.45
N 1.68 -3.09 -0.69
C 0.09 -0.52 -0.38
O 1.40 -1.24 1.57
H -0.60 -1.68 1.27
H -2.35 1.91 0.42
H 2.20 -2.29 -0.32
H -1.78 3.52 -1.18
C -0.75 3.18 -1.12
C -0.40 2.29 -0.20
C 0.36 -1.21 0.87
H 1.06 -3.36 0.05
H -2.04 -0.71 -0.03
H -0.84 1.03 1.33
H -0.03 3.93 -1.47
H -1.61 0.37 -1.47
H 0.60 2.19 0.18
C -1.33 0.08 -0.36
H 0.77 -0.43 -1.24
H 2.38 -3.81 -0.85
*
```

Output
Kohn-Sham gap	5.548	eV
ΔE to the lowest compared entry with this formula, charge and spin	524.4	kJ/mol
DFT total energy	-9941.670	eV
LUMO	-0.312	Ha

***

No. 7
Entry from the Open Molecules 2025 dataset: a structure of composition C11H13NO2 (ωB97M-V with the def2-TZVPD basis set).

The geometry in ORCA input format:
```
! RIJCOSX wB97M-V def2-TZVPD def2/J DEFGRID3
* xyz 0 1
H -2.96 -0.56 -1.81
N -1.95 -1.84 -0.84
H 2.94 -1.59 -2.16
C 3.37 -0.06 -0.48
C -2.08 -0.62 -1.14
O -1.17 -2.06 0.28
O -0.82 -0.79 2.11
H 1.22 0.56 2.06
C 1.37 -1.31 -0.78
H -0.89 2.14 -1.39
C 2.68 -1.01 -1.19
C -0.53 1.47 -0.68
H -2.25 1.54 1.44
H -1.80 -0.64 2.46
H 4.42 0.12 -0.75
H -0.14 1.97 0.17
C 2.87 0.48 0.65
H 0.82 -2.12 -1.27
H -3.47 0.32 0.93
H 0.24 0.95 -1.19
C -1.54 0.45 -0.29
C 0.83 -0.76 0.39
C -0.62 -0.89 0.76
H 3.54 1.04 1.25
H -3.05 2.00 -0.08
C 1.60 0.18 1.09
C -2.61 1.05 0.47
*
```

Output
Kohn-Sham gap	9.506	eV
ΔE to the lowest compared entry with this formula, charge and spin	458.3	kJ/mol
DFT total energy	-17199.091	eV
LUMO	0.021	Ha

***

No. 8
Entry from the Open Molecules 2025 dataset: a structure of composition C3H18B3OSn (ωB97M-V with the def2-TZVPD basis set).

The geometry in ORCA input format:
```
! RIJCOSX wB97M-V def2-TZVPD def2/J DEFGRID3
* xyz -1 1
H 0.26 1.38 -0.78
C -2.13 -3.52 -1.01
H 4.15 1.51 1.99
H -3.84 -1.49 -2.06
H -3.16 -3.85 -0.92
B 0.32 3.11 2.26
H 2.66 1.44 1.09
H 0.62 2.73 3.23
H -2.62 -0.24 -2.02
B 3.43 0.84 1.56
H 3.02 0.27 2.38
Sn 0.21 -0.05 1.90
H 3.91 0.20 0.83
H -2.31 -1.47 -3.10
H -0.72 2.89 2.06
H -1.45 -3.93 -0.27
C -2.02 -2.06 -1.02
H 0.29 -0.22 -1.42
H 1.30 1.07 -2.21
C -2.76 -1.32 -2.12
B 0.89 0.67 -1.29
O -1.46 -1.47 -0.11
H 1.72 0.42 -0.64
H 0.52 4.17 2.24
H 0.87 2.69 1.43
H -1.73 -3.79 -1.99
*
```

Output
Kohn-Sham gap	6.141	eV
ΔE to the lowest compared entry with this formula, charge and spin	574.0	kJ/mol
DFT total energy	-13300.986	eV
LUMO	0.041	Ha

***

No. 9
Entry from the Open Molecules 2025 dataset: the molecule C5H7F (ωB97M-V with the def2-TZVPD basis set).

The geometry in ORCA input format:
```
! RIJCOSX wB97M-V def2-TZVPD def2/J DEFGRID3
* xyz 0 3
C -0.28 0.47 -0.18
C -0.49 -0.94 0.08
H 0.99 1.76 -1.57
C 0.96 0.88 -1.01
H 0.30 -1.79 -0.07
C 1.33 1.07 0.42
H 1.15 1.98 0.78
H 1.76 0.16 0.84
F -1.31 1.34 -0.10
H -2.45 -0.87 0.83
C -1.60 -1.47 0.61
H -1.75 -2.59 0.79
H 1.39 -0.01 -1.41
*
```

Output
Kohn-Sham gap (spin up / spin down)	5.710 / 8.029	eV
⟨S²⟩	2.010
ΔE to the lowest compared entry with this formula, charge and spin	204.5	kJ/mol
DFT total energy	-8009.170	eV
LUMO (spin up / spin down)	0.039 / -0.070	Ha

***

No. 10
Entry from the Open Molecules 2025 dataset: a cluster of 2 separate species, C5H16N3O in total (ωB97M-V with the def2-TZVPD basis set).

The geometry in ORCA input format:
```
! RIJCOSX wB97M-V def2-TZVPD def2/J DEFGRID3
* xyz 1 1
H -1.78 1.80 3.07
C 1.94 -0.76 -0.33
H -0.17 1.23 3.52
H 0.30 0.00 -4.58
H -0.14 -0.14 -1.96
H 0.80 1.28 -3.79
H 2.05 -0.71 -2.40
C 0.62 -0.66 -0.07
H -0.63 -1.42 1.50
N -0.41 -0.67 -1.12
H -0.26 1.55 1.03
H -1.26 -0.20 -0.70
H 2.61 -0.79 0.51
H -1.49 0.12 3.46
C -0.79 0.71 1.48
O 0.59 0.32 -3.69
H -2.68 -0.06 1.15
H 0.82 -0.64 2.06
N -2.02 0.55 0.68
C 0.04 -0.57 1.30
H 3.52 -0.90 -1.64
H -2.49 1.42 0.53
C -1.07 0.99 2.95
N 2.53 -0.84 -1.54
H -0.65 -1.61 -1.43
*
```

Output
Kohn-Sham gap	8.958	eV
ΔE to the lowest compared entry with this formula, charge and spin	65.9	kJ/mol
DFT total energy	-11956.779	eV
LUMO	-0.104	Ha

***

No. 11
Entry from the Open Molecules 2025 dataset: the molecule C12H26O3Si2 (ωB97M-V with the def2-TZVPD basis set).

The geometry in ORCA input format:
```
! RIJCOSX wB97M-V def2-TZVPD def2/J DEFGRID3
* xyz 0 1
H -2.96 -0.69 -1.80
H 0.30 -2.79 1.96
H 0.86 0.95 -4.91
C 1.20 2.13 -1.70
C -2.13 -0.10 -1.43
H 1.12 -1.82 0.01
H 0.16 -2.38 -1.47
O -1.91 -0.21 1.23
C 1.53 1.36 -2.94
H -2.74 -2.87 -0.94
C 1.58 2.53 0.53
C 0.40 1.88 1.22
H -1.00 0.22 4.59
H 3.30 0.84 -3.99
H 0.36 -2.37 3.62
H -0.13 2.51 1.91
H -2.53 0.81 -0.99
C -0.24 -2.28 2.74
C -1.68 -0.07 3.81
C -2.05 -2.77 -0.12
H 1.33 3.54 0.18
H -2.56 -2.99 0.80
H 2.44 2.57 1.19
C 0.81 0.58 1.91
H -1.17 -2.80 2.89
C 0.36 -1.56 -0.75
H 3.41 0.88 -2.23
H 1.49 0.00 1.29
H -2.21 0.81 3.51
H -0.30 1.87 -3.85
H -0.34 1.63 0.44
H -1.31 -3.55 -0.18
H -1.48 0.15 -2.22
O 1.98 1.82 -0.63
C 2.79 0.59 -3.06
H 0.74 -0.72 -1.28
H -2.36 -0.81 4.18
Si -0.68 -0.51 2.27
H 2.64 -0.50 -2.92
Si -1.28 -1.05 -0.07
H 1.30 0.83 2.85
O 0.30 2.94 -1.71
C 0.65 1.39 -3.94
*
```

Output
Kohn-Sham gap	10.248	eV
ΔE to the lowest compared entry with this formula, charge and spin	169.5	kJ/mol
DFT total energy	-34765.456	eV
LUMO	0.019	Ha